A 5-piece molecular cluster, C25H44N2O16PS overall in a non-equilibrium geometry. Source: the OMol25 dataset; level of theory: ωB97M-V with the def2-TZVPD basis set.

Last column: Löwdin charge in e.
Atoms and positions in Å:
C (4.20332, 1.53560, -2.51741)  -0.0838
O (3.34546, 2.46649, -1.87067)  -0.1889
C (2.21119, 2.71982, -2.68264)  -0.2425
C (1.12129, 3.34983, -1.81910)  -0.1635
C (-0.27729, 2.79734, -2.13433)  -0.2041
C (-1.04250, 3.70511, -3.14131)  -0.1824
C (-1.88929, 2.91297, -4.16392)  -0.1943
C (-3.37767, 2.87647, -3.84947)  -0.1712
C (-3.67354, 2.21590, -2.49569)  -0.1137
N (-4.89234, 1.32085, -2.58370)  -0.1327
N (-4.52222, -0.08967, -2.60993)  0.0323
C (-4.44477, -0.60521, -3.74956)  -0.7318
S (-4.12296, -1.32050, -5.05721)  0.9843
P (-6.02136, 1.56803, -1.18948)  0.4502
O (-6.25726, 2.98049, -0.98131)  -0.1878
O (-5.43946, 0.79661, 0.03948)  -0.0370
O (-7.33088, 0.79278, -1.64778)  -0.0534
H (5.16722, 1.58527, -2.01342)  0.0908
H (3.82437, 0.51723, -2.40937)  0.0735
H (4.32165, 1.80903, -3.56974)  0.0921
H (2.52932, 3.38886, -3.49386)  0.1260
H (1.87508, 1.77436, -3.12645)  0.1175
H (1.14151, 4.43758, -1.89465)  0.1160
H (1.36615, 3.10897, -0.78363)  0.1150
H (-0.84325, 2.83082, -1.19711)  0.1005
H (-0.23139, 1.77748, -2.51395)  0.1009
H (-0.27861, 4.22657, -3.72065)  0.1092
H (-1.61272, 4.47458, -2.61860)  0.1173
H (-1.77586, 3.38949, -5.13865)  0.1170
H (-1.48461, 1.90256, -4.24608)  0.1138
H (-3.87709, 2.31690, -4.65411)  0.1099
H (-3.81749, 3.87401, -3.87380)  0.1283
H (-3.88993, 2.99158, -1.76077)  0.1240
H (-2.84004, 1.63390, -2.10766)  0.1320
H (-5.43155, 1.58510, -3.41652)  0.1614
H (-4.84023, 0.06188, -0.17638)  0.1078
H (-7.29193, 0.40392, -2.53114)  0.0948
C (3.99900, -3.34630, 0.88133)  -0.0235
C (3.87909, -3.29543, -0.61773)  -0.3031
C (4.74888, -2.26009, -1.28853)  -0.0703
O (3.98741, -1.96090, -2.47889)  0.0511
C (2.68881, -2.17093, -2.18429)  -0.5847
O (1.77145, -1.79778, -2.85370)  0.1258
O (2.55944, -2.84956, -1.02515)  0.0852
H (5.00829, -3.61042, 1.17844)  0.0937
H (3.73812, -2.37580, 1.31402)  0.0864
H (3.31058, -4.07645, 1.30112)  0.0778
H (4.04269, -4.28529, -1.04507)  0.1469
H (5.73554, -2.63072, -1.55278)  0.1489
H (4.85953, -1.34343, -0.70278)  0.1011
C (2.43554, -9.65760, 1.67359)  -0.0212
C (3.54225, -8.69271, 2.01277)  -0.3253
C (3.13447, -7.53565, 2.89706)  -0.0894
O (4.06171, -6.51456, 2.50174)  0.0593
C (4.40310, -6.75850, 1.21285)  -0.5512
O (4.97534, -5.98930, 0.50945)  0.1537
O (4.00014, -7.99295, 0.83894)  0.0933
H (2.05351, -10.13354, 2.57658)  0.0929
H (1.61821, -9.14204, 1.16773)  0.0913
H (2.79751, -10.43211, 0.99865)  0.0896
H (4.39744, -9.22558, 2.43637)  0.1605
H (3.22758, -7.74432, 3.95949)  0.1399
H (2.12211, -7.18464, 2.68190)  0.1393
C (4.42758, 2.07760, 4.10152)  -0.0205
C (4.61141, 0.78296, 3.35240)  -0.3278
C (5.79248, -0.05198, 3.79505)  -0.0855
O (6.12684, -0.75635, 2.59089)  0.0645
C (5.74850, 0.02172, 1.55270)  -0.5596
O (6.07792, -0.15602, 0.42164)  0.1421
O (4.94725, 1.02510, 1.97153)  0.0917
H (4.23778, 1.88454, 5.15731)  0.0929
H (5.31433, 2.70505, 4.00693)  0.0941
H (3.58816, 2.63963, 3.69349)  0.0876
H (3.68934, 0.19504, 3.37160)  0.1565
H (5.55834, -0.75107, 4.59345)  0.1404
H (6.64977, 0.55912, 4.08627)  0.1420
C (-7.93080, 4.24255, 1.30679)  -0.0298
C (-7.23721, 4.23231, 2.64473)  -0.3322
C (-7.81131, 3.26533, 3.65702)  -0.0997
O (-7.48778, 3.89989, 4.89666)  0.0629
C (-7.43156, 5.23862, 4.66540)  -0.5558
O (-7.40557, 6.07111, 5.50664)  0.1803
O (-7.40897, 5.48326, 3.32835)  0.0847
H (-7.84940, 3.27268, 0.82431)  0.0598
H (-8.98571, 4.49641, 1.42173)  0.0965
H (-7.48932, 4.99249, 0.65253)  0.0871
H (-6.16266, 4.06845, 2.51489)  0.1570
H (-7.36879, 2.27279, 3.61159)  0.1348
H (-8.89860, 3.18236, 3.58204)  0.1405

Output
Kohn-Sham gap   5.86 eV
Charge   +1
ΔE to the lowest compared entry with this formula, charge and spin   0.0 kcal per mole
LUMO energy   -0.1909 Ha
HOMO level   -11.055 eV



C3HLaO3 as an isolated structure in a non-equilibrium geometry. Source: the OMol25 dataset; level of theory: ωB97M-V with the def2-TZVPD basis set.

Last column: Löwdin charge in e.
Atoms and positions in Å:
C (-1.54671, 0.53989, 0.29655)  -0.0649
C (-0.43958, 0.07261, 0.14248)  0.1192
O (-2.71006, 1.07036, 0.36960)  0.1841
H (-2.92041, 1.63183, -0.39269)  0.1724
O (1.06991, -1.66725, -0.09931)  -0.1312
C (0.89259, -0.40538, -0.12785)  -0.6591
O (1.90993, 0.34334, 0.02281)  -0.1296
La (3.74432, -1.58542, -0.21158)  2.5092

Output
Kohn-Sham gap   4.87 eV
Charge   +2
ΔE to the lowest compared entry with this formula, charge and spin   13.7 kcal per mole
LUMO energy   -0.4129 Ha
HOMO level   -16.108 eV



C17H26N2O2S in the gas phase in a non-equilibrium geometry. Source: the OMol25 dataset; level of theory: ωB97M-V with the def2-TZVPD basis set.

Last column: Löwdin charge in e.
Atoms and positions in Å:
C (0.31026, 5.78928, -2.02082)  -0.1343
C (0.87208, 4.55622, -2.70251)  -0.2773
C (0.33049, 3.33768, -1.94083)  -0.2372
C (0.85390, 2.03274, -2.55823)  -0.2186
C (0.21103, 0.77595, -1.94833)  -0.1888
C (0.75002, 0.60742, -0.54208)  -0.1802
N (0.25208, -0.72737, -0.11211)  -0.1586
C (-1.03347, -0.89129, 0.40059)  -0.3464
C (-1.74820, 0.22929, 1.12274)  -0.1446
C (-1.26936, 0.49663, 2.52661)  -0.2676
C (-2.00744, 1.65278, 3.19488)  -0.1040
N (-1.66779, -2.01442, 0.19939)  0.1181
C (-1.09926, -3.08442, -0.61960)  -0.1623
C (-0.18151, -3.91840, 0.26146)  -0.1925
C (-0.51661, -5.25183, 0.53342)  -0.0146
C (0.34444, -6.00938, 1.35083)  -0.0718
C (1.52293, -5.50415, 1.86453)  -0.0651
C (1.82901, -4.15740, 1.61363)  -0.0426
C (0.95935, -3.36973, 0.84195)  -0.1892
S (1.39439, -1.59127, 0.78748)  0.7591
O (2.69199, -1.40567, 0.14276)  -0.3126
O (1.50013, -1.07533, 2.16903)  -0.3024
H (0.71250, 6.69048, -2.48145)  0.0653
H (-0.78503, 5.80400, -2.04944)  0.0750
H (0.60826, 5.85579, -0.96503)  0.0751
H (1.98821, 4.57346, -2.66747)  0.1209
H (0.58274, 4.50417, -3.75870)  0.1086
H (0.58203, 3.43697, -0.87971)  0.1078
H (-0.77794, 3.33556, -2.02359)  0.1250
H (0.63807, 2.06100, -3.63121)  0.1098
H (1.95968, 1.94973, -2.51104)  0.1236
H (-0.88006, 0.84104, -1.95339)  0.1167
H (0.52354, -0.08202, -2.57450)  0.1253
H (0.37628, 1.40862, 0.12818)  0.1185
H (1.85980, 0.68224, -0.57943)  0.1333
H (-2.82117, 0.03987, 1.16312)  0.1221
H (-1.68258, 1.15172, 0.56834)  0.1036
H (-0.23334, 0.74545, 2.51046)  0.0816
H (-1.38872, -0.39599, 3.15960)  0.1247
H (-3.11547, 1.51994, 3.13358)  0.0876
H (-1.69522, 1.74127, 4.23679)  0.0732
H (-1.74065, 2.56833, 2.70579)  0.0596
H (-1.93909, -3.70002, -1.01728)  0.1239
H (-0.49904, -2.70021, -1.43347)  0.1117
H (-1.45966, -5.67757, 0.21681)  0.1123
H (0.04492, -7.01536, 1.56856)  0.0989
H (2.16889, -6.13703, 2.45632)  0.1069
H (2.67460, -3.67876, 2.11339)  0.1226

Output
Kohn-Sham gap   9.99 eV
ΔE to the lowest compared entry with this formula, charge and spin   73.8 kcal per mole
LUMO energy   0.0226 Ha
SMILES   CCCCCCN1C(CCC)=NCc2ccccc2S1(=O)=O
HOMO level   -9.370 eV



A 9-piece molecular cluster, C36H99N9O9 overall in a non-equilibrium geometry. Source: the OMol25 dataset; level of theory: ωB97M-V with the def2-TZVPD basis set.

Last column: Löwdin charge in e.
Atoms and positions in Å:
C (9.92559, 2.88326, 10.04288)  -0.1377
O (9.72075, 3.61493, 8.88507)  -0.2188
C (9.18970, 2.90239, 7.74329)  -0.1636
C (8.79873, 3.89139, 6.54621)  -0.4273
C (7.96165, 3.08868, 5.57693)  -0.0794
N (10.02929, 4.30842, 5.96598)  0.0247
H (10.32599, 3.42038, 10.90270)  0.0879
H (10.65771, 2.11593, 9.79130)  0.0831
H (8.97779, 2.42400, 10.32366)  0.0822
H (9.93730, 2.19622, 7.38201)  0.1194
H (8.29995, 2.43945, 8.17006)  0.1138
H (8.29574, 4.74281, 7.00466)  0.1422
H (8.40623, 2.16344, 5.21037)  0.0792
H (7.77319, 3.61316, 4.64018)  0.0740
H (6.96772, 2.87120, 5.96800)  0.0766
H (10.64625, 3.53052, 5.78069)  0.0719
H (10.53005, 4.83784, 6.66530)  0.0718
C (9.02206, -3.95409, 8.79983)  -0.1172
O (7.84841, -3.31566, 8.28135)  -0.2103
C (6.65744, -3.95615, 8.79308)  -0.1908
C (6.25438, -5.04505, 7.74621)  -0.3856
C (5.88364, -4.41556, 6.37118)  -0.0524
N (5.08217, -5.74133, 8.35137)  0.0207
H (9.07462, -4.95660, 8.37519)  0.0778
H (9.21467, -4.00417, 9.87151)  0.0810
H (9.89152, -3.39726, 8.45039)  0.0821
H (6.75389, -4.14920, 9.86150)  0.1179
H (6.00544, -3.08745, 8.70166)  0.1195
H (7.09150, -5.73265, 7.62565)  0.1206
H (5.66792, -5.24136, 5.69322)  0.0722
H (6.61950, -3.79003, 5.86586)  0.0760
H (4.96781, -3.82811, 6.43632)  0.0720
H (5.14415, -5.87555, 9.35048)  0.0576
H (4.23939, -5.20016, 8.22116)  0.0588
C (2.23618, -0.15108, -0.01492)  -0.1173
O (1.39341, -1.10114, -0.56899)  -0.1722
C (0.02141, -0.87923, -0.49561)  -0.2174
C (-0.64235, -0.74972, 0.88053)  -0.5106
C (-0.48724, -1.98037, 1.67977)  -0.0739
N (-2.02884, -0.37083, 0.82179)  0.0510
H (3.28541, -0.35847, -0.22518)  0.0941
H (2.01680, -0.20009, 1.05164)  0.0775
H (2.05082, 0.88910, -0.28282)  0.0893
H (-0.16175, -0.00684, -1.12289)  0.1192
H (-0.58999, -1.65218, -0.96126)  0.1272
H (-0.10879, -0.01137, 1.47908)  0.1296
H (0.57545, -2.18774, 1.80532)  0.0835
H (-0.78958, -2.89123, 1.16302)  0.0827
H (-1.12459, -1.82224, 2.54975)  0.0891
H (-2.55651, -1.10950, 0.37905)  0.0761
H (-2.03463, 0.44148, 0.22160)  0.0718
C (-6.99857, -6.95335, -1.39676)  -0.1767
O (-8.29692, -6.72911, -1.83856)  -0.1783
C (-8.49108, -7.50439, -3.10651)  -0.1508
C (-9.23427, -6.60050, -4.11902)  -0.4641
C (-9.20552, -7.24894, -5.48475)  -0.0703
N (-8.73439, -5.25235, -4.21580)  0.0499
H (-6.19349, -6.46205, -1.94317)  0.0778
H (-6.63937, -7.98244, -1.40372)  0.0821
H (-6.82873, -6.55053, -0.39826)  0.0842
H (-7.55499, -7.74735, -3.60931)  0.1078
H (-8.94340, -8.45913, -2.83820)  0.1247
H (-10.21105, -6.56852, -3.63633)  0.1353
H (-9.68596, -8.22693, -5.45615)  0.0839
H (-8.17460, -7.31782, -5.83196)  0.0721
H (-9.50254, -6.62587, -6.32836)  0.0784
H (-7.82866, -5.28426, -4.66159)  0.0700
H (-8.69955, -4.75352, -3.33826)  0.0745
C (0.55884, 0.98956, 9.48018)  -0.1412
O (1.39120, 1.33478, 10.51732)  -0.2085
C (0.93015, 1.29775, 11.89108)  -0.1600
C (1.72583, 2.38364, 12.70011)  -0.4433
C (3.14546, 1.98695, 13.12145)  -0.0588
N (1.04518, 2.60792, 13.93551)  0.0214
H (-0.27443, 1.66977, 9.30389)  0.0854
H (0.22770, -0.00298, 9.78565)  0.0857
H (1.12185, 0.89615, 8.55152)  0.0883
H (-0.12554, 1.56900, 11.89774)  0.1086
H (0.94675, 0.29482, 12.31765)  0.1228
H (1.68008, 3.29019, 12.09665)  0.1397
H (3.63477, 2.93353, 13.35096)  0.0767
H (3.80432, 1.70599, 12.29983)  0.0740
H (3.14333, 1.23443, 13.91001)  0.0795
H (1.15842, 1.73304, 14.42731)  0.0649
H (0.06239, 2.61275, 13.70270)  0.0645
C (-4.24648, -4.84386, -7.27981)  -0.1416
O (-5.19997, -4.62662, -8.27627)  -0.1898
C (-4.66557, -4.43885, -9.60022)  -0.2075
C (-5.77239, -4.46503, -10.65524)  -0.4302
C (-5.16814, -4.46717, -12.07079)  -0.0667
N (-6.56024, -3.24204, -10.46136)  0.0477
H (-4.48376, -4.70525, -6.22502)  0.0794
H (-3.35388, -4.21933, -7.31597)  0.0826
H (-3.94027, -5.88794, -7.34490)  0.0851
H (-4.08901, -3.51662, -9.52827)  0.1257
H (-3.92791, -5.20608, -9.83542)  0.1199
H (-6.22334, -5.42935, -10.42107)  0.1354
H (-4.52105, -3.60086, -12.20826)  0.0816
H (-5.96142, -4.51622, -12.81672)  0.0707
H (-4.59069, -5.33024, -12.40207)  0.0726
H (-7.08929, -3.38823, -9.61353)  0.0692
H (-7.28059, -3.20695, -11.16845)  0.0657
C (4.22877, 1.95173, -6.95890)  -0.1403
O (5.35660, 1.56806, -7.68061)  -0.1992
C (6.54745, 1.36742, -6.87046)  -0.1732
C (7.83876, 1.43038, -7.74855)  -0.3746
C (7.79124, 0.23777, -8.64876)  -0.1067
N (9.07375, 1.31227, -6.86079)  0.0214
H (4.39346, 3.02513, -6.86523)  0.0847
H (4.12746, 1.57455, -5.94127)  0.0824
H (3.24291, 1.81576, -7.40353)  0.0851
H (6.60739, 2.20135, -6.17110)  0.1147
H (6.49203, 0.40173, -6.36800)  0.1249
H (7.90215, 2.36062, -8.31311)  0.1385
H (8.57183, 0.34859, -9.40141)  0.0705
H (6.89676, 0.15185, -9.26571)  0.0745
H (7.98413, -0.75342, -8.23833)  0.0801
H (9.12408, 0.61269, -6.13404)  0.0596
H (9.98402, 1.57395, -7.21154)  0.0576
C (-7.47192, 8.45335, 1.99882)  -0.0741
O (-6.85930, 7.21220, 1.58790)  -0.2045
C (-5.45297, 7.26042, 1.54499)  -0.2180
C (-4.72276, 5.97114, 1.03594)  -0.4336
C (-3.22237, 6.03081, 0.68910)  -0.0506
N (-5.40596, 5.62300, -0.17298)  0.0123
H (-7.10304, 9.23853, 1.33888)  0.0800
H (-7.00136, 8.64888, 2.96237)  0.0809
H (-8.56007, 8.49070, 2.05037)  0.0893
H (-5.19036, 8.04892, 0.83971)  0.1204
H (-4.96645, 7.49200, 2.49249)  0.1179
H (-4.90727, 5.08591, 1.64455)  0.1296
H (-3.20568, 6.60258, -0.23875)  0.0689
H (-2.79775, 5.04372, 0.50616)  0.0772
H (-2.56106, 6.49994, 1.41758)  0.0737
H (-6.40019, 5.75505, -0.05392)  0.0695
H (-4.95157, 6.15678, -0.90011)  0.0611
C (-5.60008, 1.92746, -6.33121)  -0.0839
O (-5.79154, 3.00832, -7.27264)  -0.1808
C (-5.12798, 2.82798, -8.45313)  -0.2596
C (-5.42113, 4.00561, -9.44543)  -0.3992
C (-5.03885, 5.43815, -8.73400)  -0.0339
N (-6.77430, 3.98560, -9.83720)  0.0158
H (-6.20439, 1.05274, -6.57155)  0.0865
H (-6.19382, 2.07392, -5.42893)  0.0782
H (-4.61351, 1.74532, -5.90511)  0.0907
H (-4.06422, 2.82387, -8.21540)  0.1184
H (-5.39337, 1.91564, -8.98727)  0.1218
H (-4.88448, 3.89860, -10.38812)  0.1288
H (-3.95659, 5.40243, -8.60934)  0.0593
H (-5.53345, 5.60593, -7.77729)  0.0617
H (-5.33884, 6.23038, -9.41991)  0.0592
H (-7.18702, 3.59626, -9.00162)  0.0632
H (-7.05572, 3.27566, -10.49818)  0.0736

Output
Kohn-Sham gap   9.25 eV
ΔE to the lowest compared entry with this formula, charge and spin   169.0 kcal per mole
LUMO energy   0.0172 Ha
SMILES   COC[C@H](C)N.COC[C@H](C)N.COC[C@H](C)N.COC[C@H](C)N.COC[C@H](C)N.COC[C@H](C)N.COC[C@H](C)N.COC[C@H](C)N.COC[C@H](C)N
HOMO level   -8.786 eV